Record 1
Here is a structure of composition C5H14N2S from the Open Molecules 2025 dataset. Energies are from wB97M-V/def2-TZVPD.

## Properties
**Energy**: -19220.1548 eV
**Charge**: 0
**2S+1**: 1
**Energy above the lowest of the compared OMol25 structures with the same formula, charge and spin**: 7.1418 eV
**E_LUMO**: -2.79 eV
**Frontier orbital gap**: 6.4 eV
**Strongest force on any atom**: 4.01 eV/A

Last column: Löwdin charge in e.
Element x y z (Å)
C -0.19481 0.94173 0.37429  -0.219
N 0.99074 0.20494 -0.03629  -0.070
C 2.15002 0.07695 0.83801  -0.301
C 2.65175 -1.33786 1.05576  -0.102
S 4.27543 0.69194 -1.10488  0.146
C -1.33055 0.63522 -0.62055  -0.168
N -2.68751 -0.13917 0.18373  -0.070
C -3.62241 -0.49730 -0.87244  -0.216
H -0.47608 0.49607 1.33482  0.123
H -0.05625 2.02932 0.46371  0.119
H 1.35887 0.51952 -0.92622  0.090
H 2.04166 0.63578 1.75852  0.125
H 2.97181 0.57891 0.21974  -0.138
H 2.09888 -1.93733 1.76842  0.077
H 2.70952 -1.81280 0.07538  0.072
H 3.69505 -1.27262 1.36472  0.070
H -1.47131 1.42179 -1.35800  0.115
H -0.94943 -0.25382 -1.11711  0.102
H -2.40815 0.92400 0.06880  0.040
H -4.46236 -1.02580 -0.42880  0.068
H -4.07984 0.32084 -1.43769  0.071
H -3.20505 -1.20034 -1.60389  0.068

Force components x, y, z for each atom (eV/Å):
C -0.416 -0.211 0.417
N 0.925 0.010 -0.100
C -1.181 -0.620 -0.560
C 0.855 0.261 -0.722
S -0.899 -0.054 0.893
C 2.546 -3.053 -0.533
N 2.007 2.669 -0.936
C -0.230 -0.111 -0.533
H -0.166 0.443 0.014
H 0.133 -0.151 0.174
H -0.451 -0.215 -0.209
H 0.099 0.305 0.206
H 1.249 0.626 -0.451
H -0.352 0.100 0.027
H -0.322 -0.233 0.134
H -0.015 -0.054 0.350
H -0.696 0.177 0.012
H -0.189 0.157 -0.572
H -3.322 -0.281 1.928
H 0.007 -0.035 0.397
H 0.208 0.204 0.044
H 0.210 0.066 0.020


Record 2
Here is an isolated molecule of C3H8O2 from the Open Molecules 2025 dataset. Energies are from wB97M-V/def2-TZVPD.

## Properties
**Energy**: -7330.3306 eV
**Charge**: 0
**2S+1**: 1
**Energy above the lowest of the compared OMol25 structures with the same formula, charge and spin**: 5.7200 eV
**E_LUMO**: 0.42 eV
**Frontier orbital gap**: 7.6 eV
**Strongest force on any atom**: 3.14 eV/A

Last column: Löwdin charge in e.
Element x y z (Å)
C -0.05577 0.22900 -1.84886  -0.035
C 0.72935 0.23295 0.20742  -0.137
O -0.79801 0.19836 -0.45309  -0.120
C 0.50766 -0.68009 1.30751  -0.372
O -0.49428 -0.29451 2.20974  -0.086
H 0.49532 -0.69998 -1.95943  0.083
H 0.62814 1.06768 -2.00198  0.085
H -0.93984 0.26179 -2.48469  0.076
H 0.79203 1.25486 0.60853  0.065
H -1.18285 1.09152 -0.34092  0.138
H 0.29505 -1.69558 0.95363  0.110
H 1.42978 -0.65844 1.89828  0.121
H -1.40658 -0.30755 1.90387  0.073

Force components x, y, z for each atom (eV/Å):
C -1.799 -0.323 0.004
C 1.005 0.250 0.681
O 1.846 1.157 -2.261
C 0.201 -0.538 0.159
O -0.978 0.562 1.934
H -0.295 0.167 0.232
H -0.455 -0.149 0.449
H 0.047 0.093 -0.579
H -0.360 0.038 -0.015
H 0.113 -0.506 -0.036
H 0.221 -0.098 0.060
H 0.040 -0.327 -0.108
H 0.416 -0.324 -0.520


Record 3
Here is an isolated molecule of C4H10FN from the Open Molecules 2025 dataset. Energies are from wB97M-V/def2-TZVPD.

## Properties
**Energy**: -8517.4228 eV
**Charge**: 0
**2S+1**: 1
**SMILES**: C[C@H](F)[C@@H](C)N
**Energy above the lowest of the compared OMol25 structures with the same formula, charge and spin**: 0.2561 eV
**E_LUMO**: 1.05 eV
**Frontier orbital gap**: 10.9 eV
**Strongest force on any atom**: 3.64 eV/A

Last column: Löwdin charge in e.
Element x y z (Å)
C 0.54604 -1.56705 0.09055  -0.101
C -0.55953 -0.63929 -0.07112  -0.464
C -0.06564 0.80303 -0.21439  -0.365
C 0.47482 1.12759 -1.57695  -0.056
H 0.12820 -2.62347 0.14749  0.105
H 1.12128 -1.38202 1.05820  0.108
H 1.26651 -1.58589 -0.73507  0.077
H -1.11689 -0.85510 -0.97567  0.142
H -0.95647 -0.40689 1.84205  0.073
H -2.24270 -0.30284 0.84518  0.064
H -0.82905 1.56367 0.09965  0.151
H 0.91773 0.33489 -2.20589  0.083
H 1.22450 1.95665 -1.49099  0.092
H -0.30518 1.71354 -2.17139  0.100
N -1.44801 -0.87891 1.08797  0.045
F 0.95045 1.04379 0.73356  -0.054

Force components x, y, z for each atom (eV/Å):
C 2.095 -2.856 0.827
C -0.898 0.839 0.376
C -0.306 0.649 0.538
C -0.098 2.445 -1.536
H 0.518 1.273 0.038
H -0.757 -0.189 -1.270
H -0.031 0.240 0.141
H -0.219 -0.132 -0.257
H -0.340 -0.093 0.424
H -0.561 0.063 0.683
H 0.238 -0.814 -0.545
H -0.396 0.156 0.593
H -0.246 -0.917 0.220
H 0.619 -1.299 0.518
N 0.228 0.912 -0.909
F 0.152 -0.278 0.158


> Look up the charge of the first one.

0